A structure of composition C25H73AsF6O11 at a distorted geometry, computed with wB97M-V/def2-TZVPD.

The value obtained for the relative energy (zero: lowest compared OMol25 entry of this formula, charge and spin) is 0.0 kJ/mol. The LUMO energy comes out at 0.018 eV.

Atoms and positions in Å:
1 O -2.630 -1.790 0.650
2 H -3.270 -1.339 1.224
3 H -2.627 -1.410 -0.286
4 H -1.726 -1.938 1.030
5 As 0.678 0.760 -0.253
6 F 0.381 1.294 -1.878
7 F 1.593 2.192 0.105
8 F 0.763 0.110 1.397
9 F -0.141 -0.780 -0.645
10 F 2.206 -0.024 -0.573
11 F -0.886 1.456 0.156
12 C -2.801 -2.816 -3.822
13 C -2.555 -2.580 -2.354
14 O -2.901 -1.251 -1.944
15 H -2.507 -3.829 -4.091
16 H -2.191 -2.126 -4.418
17 H -3.819 -2.557 -4.112
18 H -1.548 -2.812 -1.982
19 H -3.153 -3.327 -1.814
20 H -2.497 -0.697 -2.646
21 C 5.549 -1.436 -1.520
22 C 5.592 -0.068 -0.810
23 O 6.620 0.651 -1.446
24 H 4.630 -1.983 -1.282
25 H 6.407 -2.082 -1.356
26 H 5.436 -1.184 -2.578
27 H 5.746 -0.268 0.254
28 H 4.607 0.403 -0.869
29 H 6.345 0.993 -2.297
30 C -2.183 -1.709 4.814
31 C -1.235 -0.668 4.248
32 O -1.645 -0.365 2.913
33 H -3.088 -1.180 5.107
34 H -1.722 -2.215 5.665
35 H -2.319 -2.529 4.111
36 H -0.210 -1.060 4.243
37 H -1.174 0.234 4.862
38 H -1.055 0.333 2.594
39 C -3.445 3.425 1.610
40 C -4.840 3.432 0.979
41 O -5.701 4.317 1.731
42 H -2.983 4.393 1.812
43 H -2.809 2.983 0.833
44 H -3.347 2.850 2.529
45 H -5.140 2.387 1.012
46 H -4.892 3.859 -0.021
47 H -5.390 5.217 1.618
48 C -4.261 1.816 -3.435
49 C -2.807 2.119 -3.100
50 O -2.085 0.922 -3.411
51 H -4.555 0.885 -2.953
52 H -4.488 1.763 -4.500
53 H -4.848 2.651 -3.040
54 H -2.818 2.354 -2.031
55 H -2.441 3.008 -3.617
56 H -1.162 1.081 -3.171
57 C -0.246 -4.739 3.056
58 C -0.304 -4.624 1.510
59 C -1.628 -5.184 1.004
60 O -0.302 -3.218 1.217
61 H -0.973 -4.068 3.492
62 H 0.766 -4.772 3.462
63 H -0.495 -5.787 3.279
64 H 0.532 -5.049 0.950
65 H -1.620 -5.393 -0.067
66 H -2.400 -4.423 1.128
67 H -1.871 -6.107 1.526
68 H 0.596 -2.889 1.118
69 C -0.270 6.386 0.164
70 C -0.694 5.893 -1.209
71 C -0.279 4.461 -1.469
72 O -2.136 5.974 -1.233
73 H -0.779 5.720 0.871
74 H -0.721 7.342 0.428
75 H 0.810 6.331 0.286
76 H -0.376 6.583 -2.000
77 H 0.787 4.251 -1.606
78 H -0.610 4.123 -2.455
79 H -0.625 3.838 -0.646
80 H -2.385 6.242 -2.120
81 C 1.013 -2.882 -5.048
82 C 1.052 -1.471 -5.648
83 C 1.707 -0.483 -4.684
84 O 1.717 -1.429 -6.911
85 H 0.143 -3.433 -5.404
86 H 1.000 -2.912 -3.955
87 H 1.968 -3.361 -5.276
88 H 0.030 -1.091 -5.783
89 H 1.069 -0.424 -3.800
90 H 1.793 0.520 -5.095
91 H 2.668 -0.913 -4.393
92 H 1.005 -1.584 -7.540
93 C 2.983 -1.965 2.814
94 C 3.554 -2.746 1.590
95 C 3.610 -4.217 1.928
96 O 2.615 -2.639 0.518
97 H 2.979 -0.932 2.452
98 H 3.642 -1.995 3.679
99 H 1.954 -2.263 3.007
100 H 4.538 -2.344 1.345
101 H 4.119 -4.787 1.145
102 H 2.637 -4.689 2.067
103 H 4.175 -4.392 2.847
104 H 2.631 -1.715 0.234
105 C 0.808 3.342 3.460
106 C 1.881 2.223 3.523
107 C 2.959 2.730 4.488
108 O 1.299 1.035 4.050
109 H 0.347 3.242 2.472
110 H 1.211 4.352 3.514
111 H 0.040 3.223 4.224
112 H 2.239 2.140 2.499
113 H 3.744 2.001 4.691
114 H 2.553 3.067 5.449
115 H 3.378 3.699 4.196
116 H 1.502 0.340 3.411

=====

A structure of composition C24H45BrP2Tl at a distorted geometry, computed with wB97M-V/def2-TZVPD.

The value obtained for the relative energy (zero: lowest compared OMol25 entry of this formula, charge and spin) is 0.0 kJ/mol. Its total charge is +1. The LUMO energy (alpha / beta) comes out at -3.949 / -4.619 eV.

Atoms and positions in Å:
1 Tl 2.543 0.603 -1.051
2 C -1.710 1.550 1.591
3 C -1.924 0.540 2.567
4 C 0.338 0.749 2.259
5 C -0.308 1.690 1.413
6 C -0.669 0.012 2.926
7 C -2.741 2.347 0.906
8 H -3.692 1.790 0.840
9 H -2.432 2.605 -0.119
10 H -2.954 3.288 1.443
11 C 0.338 2.646 0.487
12 H -0.165 3.624 0.510
13 H 0.263 2.291 -0.563
14 H 1.402 2.806 0.727
15 C 1.794 0.516 2.381
16 H 2.075 0.263 3.409
17 H 2.382 1.380 2.064
18 H 2.074 -0.349 1.759
19 C -0.438 -1.156 3.806
20 H -1.183 -1.177 4.617
21 H 0.568 -1.126 4.254
22 H -0.526 -2.117 3.256
23 C -3.231 0.142 3.113
24 H -3.625 0.898 3.809
25 H -3.164 -0.813 3.646
26 H -3.972 0.054 2.299
27 C -2.086 -0.949 -2.133
28 C -3.178 -0.451 -1.533
29 C -4.218 -1.294 -0.910
30 C -3.742 -2.504 -0.068
31 C -2.489 -2.376 0.747
32 C -1.221 -2.504 0.320
33 C -0.815 -2.929 -1.065
34 C -1.739 -2.414 -2.197
35 H -4.903 -1.692 -1.688
36 H -3.695 -3.384 -0.730
37 H -4.920 -0.591 -0.221
38 H -2.635 -3.032 -2.270
39 H -1.345 -0.283 -2.566
40 H -3.349 0.634 -1.545
41 H -1.167 -2.558 -3.136
42 H 0.228 -2.620 -1.259
43 H -0.406 -2.385 1.040
44 H -0.796 -4.037 -1.120
45 H -4.567 -2.723 0.639
46 H -2.656 -2.257 1.819
47 P 1.454 2.740 -2.682
48 C 1.521 4.560 -2.355
49 H 1.479 5.089 -3.316
50 H 2.456 4.810 -1.839
51 H 0.668 4.867 -1.740
52 C 2.528 2.731 -4.160
53 H 2.136 3.466 -4.884
54 H 2.530 1.731 -4.617
55 H 3.556 3.008 -3.876
56 C -0.166 2.807 -3.561
57 H -0.053 3.443 -4.452
58 H -0.938 3.245 -2.910
59 H -0.476 1.800 -3.867
60 P 3.749 -1.466 0.404
61 C 3.753 -2.292 2.056
62 H 4.585 -3.008 2.086
63 H 2.817 -2.840 2.222
64 H 3.884 -1.565 2.867
65 C 3.984 -3.022 -0.538
66 H 4.920 -3.491 -0.202
67 H 4.026 -2.830 -1.616
68 H 3.147 -3.702 -0.325
69 C 5.487 -0.879 0.498
70 H 6.145 -1.756 0.572
71 H 5.611 -0.259 1.396
72 H 5.752 -0.288 -0.387
73 Br -5.900 0.397 0.755

=====

A structure of composition C4H11N5 at a distorted geometry, computed with wB97M-V/def2-TZVPD.

The value obtained for the relative energy (zero: lowest compared OMol25 entry of this formula, charge and spin) is 367.2 kJ/mol. The LUMO energy comes out at 0.801 eV.

Atoms and positions in Å:
1 C 3.147 -0.323 0.089
2 C 0.904 0.355 0.463
3 C -0.484 0.444 0.036
4 C -1.976 -1.484 -0.299
5 H 2.907 -1.525 0.430
6 H 3.141 0.308 1.228
7 H 4.225 0.052 -0.655
8 H 2.048 0.865 -1.226
9 H 1.102 1.396 0.754
10 H 0.995 -0.321 1.416
11 H -0.095 -1.236 -1.001
12 H -1.991 -2.440 -0.912
13 H -2.782 -0.539 1.134
14 H -2.794 2.502 -0.102
15 H -2.875 0.749 -0.214
16 N 1.883 -0.006 -0.602
17 N -0.880 -0.703 -0.705
18 N -2.887 -1.318 0.517
19 N -1.164 1.567 0.076
20 N -2.424 1.655 -0.427

=====

What did the second record say?
A structure of composition C24H45BrP2Tl at a distorted geometry, computed with wB97M-V/def2-TZVPD.

The value obtained for the relative energy (zero: lowest compared OMol25 entry of this formula, charge and spin) is 0.0 kJ/mol. Its total charge is +1. The LUMO energy (alpha / beta) comes out at -3.949 / -4.619 eV.

Atoms and positions in Å:
1 Tl 2.543 0.603 -1.051
2 C -1.710 1.550 1.591
3 C -1.924 0.540 2.567
4 C 0.338 0.749 2.259
5 C -0.308 1.690 1.413
6 C -0.669 0.012 2.926
7 C -2.741 2.347 0.906
8 H -3.692 1.790 0.840
9 H -2.432 2.605 -0.119
10 H -2.954 3.288 1.443
11 C 0.338 2.646 0.487
12 H -0.165 3.624 0.510
13 H 0.263 2.291 -0.563
14 H 1.402 2.806 0.727
15 C 1.794 0.516 2.381
16 H 2.075 0.263 3.409
17 H 2.382 1.380 2.064
18 H 2.074 -0.349 1.759
19 C -0.438 -1.156 3.806
20 H -1.183 -1.177 4.617
21 H 0.568 -1.126 4.254
22 H -0.526 -2.117 3.256
23 C -3.231 0.142 3.113
24 H -3.625 0.898 3.809
25 H -3.164 -0.813 3.646
26 H -3.972 0.054 2.299
27 C -2.086 -0.949 -2.133
28 C -3.178 -0.451 -1.533
29 C -4.218 -1.294 -0.910
30 C -3.742 -2.504 -0.068
31 C -2.489 -2.376 0.747
32 C -1.221 -2.504 0.320
33 C -0.815 -2.929 -1.065
34 C -1.739 -2.414 -2.197
35 H -4.903 -1.692 -1.688
36 H -3.695 -3.384 -0.730
37 H -4.920 -0.591 -0.221
38 H -2.635 -3.032 -2.270
39 H -1.345 -0.283 -2.566
40 H -3.349 0.634 -1.545
41 H -1.167 -2.558 -3.136
42 H 0.228 -2.620 -1.259
43 H -0.406 -2.385 1.040
44 H -0.796 -4.037 -1.120
45 H -4.567 -2.723 0.639
46 H -2.656 -2.257 1.819
47 P 1.454 2.740 -2.682
48 C 1.521 4.560 -2.355
49 H 1.479 5.089 -3.316
50 H 2.456 4.810 -1.839
51 H 0.668 4.867 -1.740
52 C 2.528 2.731 -4.160
53 H 2.136 3.466 -4.884
54 H 2.530 1.731 -4.617
55 H 3.556 3.008 -3.876
56 C -0.166 2.807 -3.561
57 H -0.053 3.443 -4.452
58 H -0.938 3.245 -2.910
59 H -0.476 1.800 -3.867
60 P 3.749 -1.466 0.404
61 C 3.753 -2.292 2.056
62 H 4.585 -3.008 2.086
63 H 2.817 -2.840 2.222
64 H 3.884 -1.565 2.867
65 C 3.984 -3.022 -0.538
66 H 4.920 -3.491 -0.202
67 H 4.026 -2.830 -1.616
68 H 3.147 -3.702 -0.325
69 C 5.487 -0.879 0.498
70 H 6.145 -1.756 0.572
71 H 5.611 -0.259 1.396
72 H 5.752 -0.288 -0.387
73 Br -5.900 0.397 0.755